The following is a DFT calculation (ωB97M-V with the def2-TZVPD basis set) of C31H42BrN3P2Pb as an isolated structure in a non-equilibrium geometry.

Geometry as XYZ:
```
80
Properties=species:S:1:pos:R:3:forces:R:3:lowdin_charge:R:1
C -1.003 6.724 -5.626 0.10 -0.26 -0.03 0.00
C -1.277 5.446 -6.164 -0.16 0.68 -0.57 -0.24
C -1.382 5.322 -7.566 0.10 0.16 0.21 -0.02
C -1.148 6.454 -8.362 -0.06 -0.54 0.75 -0.11
N -0.882 7.643 -7.833 0.25 0.32 -0.23 0.08
C -0.796 7.790 -6.513 -0.18 -0.78 0.12 -0.10
C -1.503 4.278 -5.308 2.17 -0.07 1.39 -0.25
C -1.169 3.416 -4.403 1.25 2.00 -0.70 -0.22
C -0.680 2.419 -3.477 0.99 -0.71 1.24 -0.25
C 0.042 2.603 -2.260 -0.43 0.27 -0.56 0.02
C 0.322 1.515 -1.417 0.01 -0.19 0.01 -0.08
C -0.324 0.287 -1.605 -0.43 1.10 -0.74 -0.60
C -1.137 0.155 -2.730 0.25 -0.53 -0.37 -0.10
C -1.083 1.094 -3.750 -0.12 0.25 0.20 -0.11
Pb -3.079 2.736 -5.228 -3.65 -1.13 -1.06 1.44
P 2.716 -1.278 -0.792 1.75 -0.27 -1.01 1.02
H -1.628 4.368 -8.038 0.13 0.26 0.18 0.11
H -0.941 6.894 -4.549 0.00 -0.14 -0.35 0.12
H -1.160 6.373 -9.449 -0.10 0.11 0.26 0.12
H -0.533 8.782 -6.140 -0.19 -0.27 -0.10 0.12
H -1.383 0.829 -4.776 -0.22 0.02 0.80 0.05
H 0.339 3.613 -1.966 0.14 -0.40 -0.13 0.13
H -1.815 -0.683 -2.823 0.50 -0.17 -0.32 0.05
H 1.018 1.609 -0.590 -0.27 0.33 0.08 0.11
C 3.532 -2.738 -0.030 -0.56 -0.09 0.81 -0.36
C 4.130 -3.789 -0.962 0.07 -0.17 -0.30 -0.13
H 2.729 -3.196 0.574 0.41 0.00 0.01 0.09
H 4.293 -2.371 0.676 -0.38 0.05 -0.15 0.09
H 4.756 -4.476 -0.382 -0.16 0.18 -0.04 0.10
H 3.351 -4.390 -1.440 0.12 0.10 0.04 0.08
H 4.759 -3.355 -1.746 -0.03 -0.03 0.16 0.08
C 2.580 -1.623 -2.590 -0.80 -0.18 -0.03 -0.37
C 3.247 -0.659 -3.561 0.16 0.30 -0.22 -0.12
H 1.493 -1.615 -2.772 0.23 -0.16 -0.15 0.04
H 2.919 -2.654 -2.761 -0.14 0.31 0.14 0.08
H 3.044 -0.999 -4.586 0.04 0.10 0.29 0.09
H 2.838 0.356 -3.464 0.13 -0.20 -0.05 0.07
H 4.336 -0.611 -3.447 -0.30 -0.02 0.00 0.07
C 3.811 0.177 -0.583 -0.51 0.60 0.43 -0.38
C 5.306 -0.118 -0.701 0.32 -0.14 -0.06 -0.11
H 3.579 0.596 0.414 0.17 -0.09 -0.36 0.08
H 3.502 0.938 -1.320 0.01 -0.33 0.26 0.08
H 5.865 0.821 -0.597 -0.17 -0.22 0.00 0.10
H 5.648 -0.797 0.087 -0.02 0.16 -0.20 0.08
H 5.568 -0.551 -1.674 -0.06 0.06 0.26 0.07
Br -0.203 -1.167 -0.417 -0.16 -0.07 -0.43 0.96
P -3.024 -2.626 -4.372 -0.08 -1.20 0.11 1.00
C -1.244 -2.895 -3.904 0.19 0.12 0.02 -0.44
C -0.857 -4.373 -4.040 0.20 0.11 0.03 -0.16
H -1.095 -2.567 -2.859 0.10 -0.18 -0.42 0.01
H -0.605 -2.258 -4.542 -0.16 -0.24 0.13 0.07
H 0.233 -4.474 -4.082 -0.14 -0.12 0.05 0.06
H -1.221 -4.938 -3.175 0.02 -0.02 -0.24 0.07
H -1.280 -4.812 -4.950 0.12 0.05 0.21 0.07
C -3.748 -2.134 -2.748 -0.18 0.28 -0.06 -0.44
C -4.741 -3.191 -2.252 -0.10 0.07 0.25 -0.16
H -4.246 -1.166 -2.890 0.02 -0.10 0.27 0.07
H -2.953 -2.013 -2.004 -0.11 0.05 -0.01 0.04
H -4.898 -3.076 -1.173 -0.07 -0.06 -0.21 0.07
H -5.710 -3.076 -2.749 0.19 -0.16 0.03 0.08
H -4.370 -4.207 -2.436 -0.11 0.23 0.03 0.07
C -2.993 -1.153 -5.461 0.19 0.40 0.12 -0.48
C -3.409 -1.563 -6.875 -0.06 0.13 -0.08 -0.17
H -1.959 -0.781 -5.470 -0.30 0.09 -0.13 0.04
H -3.662 -0.384 -5.037 0.16 -0.16 -0.17 0.04
H -3.645 -0.681 -7.481 0.04 -0.19 -0.05 0.07
H -2.591 -2.111 -7.358 -0.27 0.07 0.04 0.08
H -4.289 -2.218 -6.840 0.22 0.21 -0.10 0.07
N 0.601 0.846 7.402 -0.59 -0.35 -2.82 0.19
C 0.369 0.697 6.263 0.53 0.30 2.49 -0.15
C 0.109 0.501 4.854 -0.16 -0.03 -0.30 -0.21
C -1.201 0.488 4.359 -0.05 -0.10 -0.46 0.02
C -1.385 0.284 2.977 0.23 0.21 1.04 -0.12
N -0.364 0.116 2.145 -0.07 0.28 -0.17 -0.05
C 0.882 0.132 2.604 -0.24 0.19 1.20 -0.16
C 1.173 0.319 3.961 0.19 -0.08 -0.39 0.00
H -2.060 0.629 5.017 0.33 -0.05 -0.17 0.13
H -2.392 0.266 2.548 0.37 -0.01 0.16 0.12
H 1.694 -0.006 1.884 -0.23 0.00 0.11 0.07
H 2.208 0.319 4.306 -0.38 0.03 -0.01 0.13
```
Positions in Å, forces in eV/Å.

Output
HOMO level (alpha / beta)   -12.668 / -12.664 eV
M   805.75 g mol⁻¹
HOMO-LUMO gap (alpha / beta)   5.21 / 4.85 eV
Calculated total energy   -4819.488772 a.u.
Charge   +2



The following is a DFT calculation (ωB97M-V with the def2-TZVPD basis set) of a 2-piece molecular cluster, C10H16O overall in a non-equilibrium geometry.

Geometry as XYZ:
```
27
Properties=species:S:1:pos:R:3:forces:R:3:nbo_charge:R:1
C 1.152 1.075 -1.728 3.66 0.14 -1.53 -0.40
C 1.148 2.451 -2.536 -1.34 -2.13 -0.35 -0.63
C 2.125 1.404 -0.572 -0.92 -1.36 1.52 -0.62
H 0.257 0.574 -1.366 -0.10 0.60 -0.31 0.22
H 1.778 0.310 -2.329 -1.51 0.90 0.48 0.19
H 1.919 2.428 -3.296 1.09 0.15 0.66 0.21
H 1.503 1.831 0.258 0.94 -0.12 -0.41 0.20
H 1.284 3.185 -1.730 -0.47 0.54 -1.12 0.21
H 0.332 2.520 -3.288 -0.45 0.55 1.29 0.21
H 2.652 0.504 -0.211 -0.65 0.01 0.26 0.20
H 2.978 2.020 -0.803 -0.14 0.78 -0.50 0.20
C -0.590 -0.906 3.453 0.98 -1.42 0.61 -0.62
C -1.806 -0.061 0.016 0.04 -0.36 0.20 -0.27
C -1.395 -1.254 -0.589 -1.13 0.27 -1.42 0.28
C -1.753 -0.043 1.402 0.28 -0.71 -1.12 -0.18
C -1.085 -1.095 2.046 1.61 1.43 1.12 -0.07
C -1.003 -2.395 0.069 2.11 0.90 1.30 -0.27
C -0.516 -2.155 1.380 -1.40 -1.02 -0.69 -0.17
O -1.394 -1.168 -1.963 -0.29 0.02 -0.66 -0.70
H -2.109 0.767 -0.659 0.06 -0.66 0.83 0.24
H -2.143 0.791 1.937 -0.06 0.48 0.53 0.21
H -0.718 -3.291 -0.434 0.13 -0.35 -0.59 0.21
H -1.672 -1.961 -2.431 0.13 -0.20 0.36 0.48
H -0.868 -1.807 4.034 -0.32 0.80 0.23 0.21
H -0.844 0.027 3.914 -0.60 0.32 0.37 0.22
H 0.243 -2.793 1.894 -1.08 0.25 -0.50 0.22
H 0.523 -0.958 3.531 -0.58 0.20 -0.52 0.21
```
Positions in Å, forces in eV/Å.

Output
Relative energy (zero: lowest compared OMol25 entry of this formula, charge and spin)   59.71 kcal per mole
HOMO level   -8.329 eV
M   152.24 g mol⁻¹
HOMO-LUMO gap   9.17 eV
Calculated total energy   -465.802642 a.u.
Charge   0



The following is a DFT calculation (ωB97M-V with the def2-TZVPD basis set) of one molecule with the formula CBrF2NO2 in a non-equilibrium geometry.

Geometry as XYZ:
```
7
Properties=species:S:1:pos:R:3:forces:R:3:nbo_charge:R:1
C 0.124 -0.442 0.356 0.74 -0.16 0.06 0.25
N -0.663 0.733 0.440 0.96 -0.41 -0.37 0.46
O -0.224 1.594 -0.273 -0.93 1.95 -0.57 -0.35
O -1.569 0.704 1.223 -0.82 0.74 0.16 -0.33
F 0.691 -0.937 -2.507 -0.35 -0.46 -0.50 -0.54
F 0.165 -1.034 1.487 -0.45 -2.05 1.57 -0.26
Br 1.476 -0.619 -0.726 0.85 0.40 -0.35 0.77
```
Positions in Å, forces in eV/Å.

Output
Relative energy (zero: lowest compared OMol25 entry of this formula, charge and spin)   105.02 kcal per mole
HOMO level (alpha / beta)   -10.637 / -10.296 eV
M   175.92 g mol⁻¹
HOMO-LUMO gap (alpha / beta)   8.27 / 7.98 eV
Calculated total energy   -3016.806851 a.u.
Charge   0



The following is a DFT calculation (ωB97M-V with the def2-TZVPD basis set) of one molecule with the formula C3H6N2O in a non-equilibrium geometry.

Geometry as XYZ:
```
12
Properties=species:S:1:pos:R:3:forces:R:3:nbo_charge:R:1
C -1.643 -0.899 0.170 1.31 -0.34 -0.10 0.38
C 0.299 0.139 0.431 -0.49 1.59 -1.96 0.07
C 1.582 -0.027 -0.467 -2.20 -2.34 0.89 -0.61
N -0.468 -1.058 0.638 -0.24 -0.50 0.62 -0.50
N -0.746 1.064 -0.202 -0.32 2.09 0.53 -0.36
O -1.981 0.262 -0.421 1.45 0.45 0.98 -0.35
H -2.347 -1.713 0.106 -0.32 0.14 0.05 0.19
H 0.691 0.714 1.271 -0.42 -0.64 0.77 0.18
H 2.298 -0.553 0.141 0.59 0.09 0.35 0.21
H 1.926 0.879 -0.829 0.70 1.88 -0.39 0.22
H 1.417 -0.690 -1.307 -0.38 -0.05 -0.29 0.21
H -1.027 1.882 0.470 0.32 -2.37 -1.44 0.36
```
Positions in Å, forces in eV/Å.

Output
Relative energy (zero: lowest compared OMol25 entry of this formula, charge and spin)   73.53 kcal per mole
HOMO level   -9.098 eV
M   86.09 g mol⁻¹
HOMO-LUMO gap   9.99 eV
Calculated total energy   -302.575915 a.u.
Charge   0